# 1
The molecule C2HN3O2 in a non-equilibrium geometry, computed with wB97M-V/def2-TZVPD.

As for the energy above the lowest of the compared OMol25 structures with the same formula, charge and spin: 483.1 kJ/mol. The frontier orbital gap is 8.32 eV. The strongest force on any atom comes out at 0.08214 Eh/bohr. Its SMILES is O=c1nncno1.

```
! wB97M-V def2-TZVPD RIJCOSX def2/J DEFGRID3
* xyz 0 1
O -0.80 0.50 -2.29
C -0.47 0.38 -1.20
N -1.36 0.24 -0.06
N -0.83 0.18 1.03
C 0.54 -0.40 1.15
N 1.34 -0.48 0.18
O 0.81 0.18 -0.95
H 0.77 -0.60 2.13
*
```

=====

# 2
A cluster of 20 separate species, H40O20 in total in a non-equilibrium geometry, computed with wB97M-V/def2-TZVPD.

As for the energy above the lowest of the compared OMol25 structures with the same formula, charge and spin: 67.0 kJ/mol. The frontier orbital gap is 10.61 eV. The strongest force on any atom comes out at 0.05723 Eh/bohr.

```
! wB97M-V def2-TZVPD RIJCOSX def2/J DEFGRID3
* xyz 0 1
O -0.44 -2.39 -3.63
H 0.11 -2.97 -4.19
H -1.28 -2.33 -4.10
O -0.88 1.47 -3.52
H 0.00 1.04 -3.55
H -0.74 2.23 -2.95
O 4.27 -0.66 1.77
H 4.31 0.18 2.27
H 4.36 -1.27 2.47
O 3.73 1.90 2.73
H 2.94 2.08 3.27
H 4.38 2.53 3.02
O 1.97 2.53 -1.93
H 2.64 3.06 -2.31
H 2.40 1.83 -1.45
O 1.17 2.68 3.77
H 0.46 1.96 3.91
H 0.75 3.23 3.15
O 0.54 -2.99 2.42
H 0.45 -2.04 2.63
H 0.90 -3.06 1.52
O 0.95 -0.43 0.96
H 1.61 0.28 1.01
H 0.69 -0.43 0.04
O -2.15 1.48 0.68
H -2.36 0.71 0.17
H -2.92 1.65 1.25
O -4.51 -2.53 -0.60
H -5.24 -2.01 -0.83
H -4.35 -3.18 -1.29
O 0.12 -2.90 -0.84
H -0.24 -3.11 -1.70
H 1.08 -2.80 -0.96
O -3.47 -0.29 -2.78
H -2.87 -0.55 -2.00
H -3.37 0.67 -2.74
O -0.84 0.79 4.35
H -1.24 0.78 5.24
H -1.16 0.08 3.79
O 2.85 -2.36 -0.27
H 2.92 -2.00 0.65
H 3.70 -2.81 -0.39
O -0.63 3.28 -1.08
H 0.29 2.95 -1.23
H -1.11 2.58 -0.56
O -2.20 -1.00 -0.24
H -2.89 -1.67 -0.02
H -1.45 -1.51 -0.61
O -0.13 4.00 1.64
H -0.12 4.81 1.14
H -0.18 3.38 0.89
O -2.06 -1.19 2.61
H -1.46 -1.95 2.59
H -1.68 -0.56 1.97
O -2.74 -1.43 -5.08
H -3.65 -1.57 -5.00
H -2.68 -0.77 -4.36
O 3.57 0.48 -0.77
H 4.40 0.62 -0.33
H 3.45 -0.49 -0.61
*
```

=====

# 3
The molecule C17H8Cl2N2O3 in a non-equilibrium geometry, computed with wB97M-V/def2-TZVPD.

The frontier orbital gap is 7.82 eV. The strongest force on any atom comes out at 0.12631 Eh/bohr. Its SMILES is N#C/C(=C1\OC(=O)N(c2ccc(Cl)cc2)C1=O)c1ccc(Cl)cc1.

```
! wB97M-V def2-TZVPD RIJCOSX def2/J DEFGRID3
* xyz 0 1
N -1.76 4.66 0.81
C -1.45 3.62 0.38
C -1.13 2.35 -0.18
C -0.22 1.59 0.53
O 0.30 2.00 1.74
C 1.03 0.98 2.25
O 1.62 1.02 3.37
N 1.15 -0.08 1.38
C 1.89 -1.30 1.60
C 1.39 -2.57 1.21
C 2.18 -3.73 1.37
C 3.41 -3.67 1.99
Cl 4.35 -5.07 2.06
C 3.91 -2.45 2.43
C 3.14 -1.30 2.25
C 0.32 0.23 0.29
O 0.12 -0.48 -0.69
C -1.86 1.90 -1.42
C -3.26 2.05 -1.45
C -4.05 1.54 -2.51
C -3.42 0.89 -3.58
Cl -4.39 0.20 -4.83
C -2.04 0.76 -3.57
C -1.25 1.31 -2.53
H 0.42 -2.71 0.73
H 1.81 -4.66 0.96
H 4.88 -2.46 2.95
H 3.57 -0.32 2.52
H -3.80 2.50 -0.61
H -5.14 1.68 -2.50
H -1.54 0.25 -4.40
H -0.17 1.26 -2.55
*
```

=====

# 4
A cluster of 2 separate species, CH5N3O in total in a non-equilibrium geometry, computed with wB97M-V/def2-TZVPD.

As for the energy above the lowest of the compared OMol25 structures with the same formula, charge and spin: 646.8 kJ/mol. The frontier orbital gap (spin up / spin down) is 9.09 / 8.03 eV. The strongest force on any atom comes out at 0.10448 Eh/bohr.

```
! wB97M-V def2-TZVPD RIJCOSX def2/J DEFGRID3
* xyz 0 1
C 0.15 -0.54 1.02
N 1.62 -0.91 -0.56
N -2.03 0.45 -0.41
N 0.88 -0.09 0.06
O 0.90 1.12 -0.31
H -0.45 0.25 1.57
H 0.33 -1.60 1.28
H 1.96 -0.62 -1.50
H -1.49 0.66 -1.28
H -1.87 1.28 0.14
*
```